Arrangement 1

The following is a quantum chemistry calculation of a cluster of 11 separate species, C31H84O11 in total, from OMol25.

Each line ends with the Mulliken charge.
Geometry (Å):
C -7.37054 4.92959 -0.27604  -1.223
C -7.41555 4.87441 -1.79652  0.521
C -6.58918 3.84285 -2.60110  -1.204
O -8.67754 4.84326 -2.31763  -0.513
H -6.34691 5.01814 0.08790  0.326
H -7.65213 3.92865 0.05098  0.278
H -7.85014 5.75641 0.24785  0.317
H -6.95411 5.78053 -2.18909  0.176
H -6.39059 4.11792 -3.63696  0.322
H -7.05120 2.85642 -2.64112  0.346
H -5.60282 3.68811 -2.16381  0.306
H -8.86469 3.90281 -2.36362  0.348
C -2.49568 3.28554 -8.95825  -1.246
C -0.97813 2.98556 -8.90905  0.471
C -0.61253 2.27117 -7.64870  -1.214
O -0.60411 2.16780 -10.00266  -0.555
H -3.00701 2.33224 -9.09188  0.325
H -2.65609 3.93966 -9.81528  0.320
H -2.84291 3.90102 -8.12836  0.358
H -0.43949 3.92406 -9.04021  0.220
H -0.97808 1.25028 -7.75938  0.325
H -0.86265 2.79367 -6.72537  0.348
H 0.47249 2.19570 -7.72044  0.342
H 0.30541 1.88102 -9.89253  0.307
C 8.72669 -3.56092 -5.83091  -1.195
C 8.02391 -3.01658 -4.59485  0.489
C 7.82686 -3.97105 -3.41531  -1.193
O 8.84621 -1.92384 -4.13368  -0.561
H 9.05293 -2.87008 -6.60834  0.322
H 8.08907 -4.27187 -6.35636  0.332
H 9.60279 -4.13583 -5.53085  0.298
H 7.08577 -2.53146 -4.86439  0.239
H 7.28400 -3.44478 -2.63017  0.292
H 8.75348 -4.47524 -3.14096  0.332
H 7.08701 -4.70785 -3.72811  0.345
H 8.65312 -1.11008 -4.60496  0.299
C -2.15645 2.98943 4.72614  -1.278
C -1.15943 3.05799 5.95084  0.483
C -1.66573 2.44510 7.24996  -1.256
O -0.00946 2.24691 5.49771  -0.511
H -3.12892 3.41998 4.96494  0.349
H -2.30779 1.93009 4.51880  0.398
H -1.73813 3.58421 3.91414  0.286
H -0.89660 4.07595 6.23858  0.258
H -0.96442 2.65215 8.05828  0.342
H -1.96535 1.39832 7.30092  0.283
H -2.50687 3.05587 7.57787  0.360
H -0.33956 1.57975 4.89145  0.286
C -3.84351 -4.18300 0.24068  -1.620
C -4.20701 -2.87005 0.83787  0.859
C -4.80675 -1.80626 -0.09400  -1.322
O -5.28628 -3.22925 1.74665  -0.557
H -4.68325 -4.70445 -0.21872  0.422
H -3.40648 -4.81028 1.01761  0.411
H -3.15591 -4.02274 -0.58975  0.369
H -3.36712 -2.48455 1.41586  0.144
H -4.76146 -0.81567 0.35855  0.329
H -5.81399 -1.94007 -0.48855  0.316
H -4.14128 -1.64959 -0.94293  0.338
H -5.29893 -4.18905 1.76143  0.311
C 6.52262 3.85514 4.04357  -1.113
C 5.52046 4.37273 5.09557  0.506
C 4.31687 5.01099 4.38964  -1.586
O 4.96524 3.20603 5.65616  -0.529
H 6.09149 3.17809 3.30613  0.256
H 7.28185 3.47896 4.72927  0.317
H 7.01960 4.64944 3.48661  0.354
H 5.85398 5.05310 5.87913  0.257
H 3.54016 5.21009 5.12802  0.468
H 3.88357 4.50166 3.52886  0.382
H 4.57961 6.03439 4.12188  0.375
H 4.04936 3.30376 5.38558  0.314
C 1.23090 -7.72261 2.96826  -1.260
C 2.21584 -6.55783 2.63370  0.526
C 2.80119 -6.56988 1.17649  -1.268
O 1.51383 -5.33383 2.72040  -0.490
H 0.91481 -7.67362 4.01026  0.338
H 1.57375 -8.74221 2.79229  0.349
H 0.36450 -7.72850 2.30690  0.328
H 3.09464 -6.61133 3.27632  0.163
H 3.42849 -5.68591 1.06173  0.337
H 2.07266 -6.87430 0.42503  0.319
H 3.58816 -7.31939 1.09291  0.384
H 1.09297 -5.24986 3.57913  0.275
C 0.51473 1.69318 -0.63722  -1.372
C 0.86720 0.34502 -0.05359  0.798
C 2.25393 -0.02378 -0.41029  -1.479
O 0.73946 0.12187 1.35000  -0.500
H 1.03336 2.53361 -0.17590  0.354
H -0.54724 1.91225 -0.52607  0.332
H 0.79377 1.75079 -1.68933  0.358
H 0.24926 -0.42437 -0.51653  0.089
H 2.53812 0.27884 -1.41813  0.354
H 2.50363 -1.08455 -0.43294  0.417
H 3.04010 0.36591 0.23640  0.351
H 1.05932 -0.78298 1.37325  0.296
C -3.79164 -5.02711 7.59177  -1.210
C -2.37864 -5.15526 7.02192  0.403
C -1.52380 -3.81210 6.93555  -1.266
O -1.72802 -5.84453 7.99584  -0.534
H -4.40160 -5.92620 7.50417  0.415
H -4.32933 -4.45542 6.83537  0.290
H -3.64423 -4.57995 8.57484  0.340
H -2.29786 -5.53663 6.00401  0.239
H -0.45182 -3.98096 6.83329  0.323
H -1.67971 -3.22984 7.84372  0.334
H -1.79332 -3.25694 6.03709  0.333
H -2.25812 -6.62848 8.15716  0.334
C -1.69222 7.98235 -1.43690  -0.918
C -0.75011 8.12397 -0.27920  -0.271
O -0.21596 9.44545 -0.25708  -0.505
H -1.99174 6.95314 -1.63476  0.309
H -1.34674 8.31754 -2.41486  0.290
H -2.63330 8.51722 -1.30880  0.261
H 0.10588 7.48036 -0.48199  0.229
H -1.10842 7.76163 0.68434  0.292
H 0.48811 9.37663 -0.90604  0.313
C 1.86329 -3.28010 -6.62934  -0.845
C 0.67860 -4.04414 -6.05833  -0.364
O 1.07070 -5.11096 -5.30088  -0.480
H 1.57268 -2.47692 -7.30650  0.302
H 2.42110 -3.91692 -7.31591  0.260
H 2.36205 -2.97946 -5.70794  0.237
H -0.12254 -4.27605 -6.76010  0.362
H 0.24793 -3.22576 -5.48137  0.208
H 0.80962 -5.86348 -5.83676  0.320

Its HOMO-LUMO gap is 0.3691 Eh. The calculation puts the highest occupied orbital energy at -0.3678 Eh. The calculation puts the LUMO energy at 0.03 eV.



Arrangement 2

The following is a quantum chemistry calculation of a cluster of 11 separate species, C31H84O11 in total, from OMol25.

Each line ends with the Mulliken charge.
Geometry (Å):
C 0.79269 -3.11584 -7.77119  -1.284
C 1.68270 -3.73060 -8.78502  0.606
C 3.16570 -3.49172 -8.52020  -1.366
O 1.43560 -5.11819 -8.66949  -0.548
H 0.61521 -2.06997 -8.02169  0.359
H 1.11033 -3.17823 -6.73037  0.295
H -0.21390 -3.52256 -7.86840  0.344
H 1.39353 -3.43944 -9.79482  0.166
H 3.33790 -3.90193 -7.52512  0.410
H 3.31134 -2.41222 -8.55973  0.313
H 3.84126 -3.96486 -9.23285  0.389
H 2.26786 -5.54343 -8.88884  0.316
C 4.82875 -0.29148 -3.65913  -1.149
C 5.38665 0.78654 -4.64445  0.615
C 4.45131 1.90646 -5.11532  -1.437
O 6.39188 1.45947 -3.95869  -0.541
H 3.89200 -0.72153 -4.01359  0.292
H 4.59481 0.14531 -2.68826  0.237
H 5.49770 -1.09929 -3.36237  0.351
H 5.82392 0.32315 -5.52885  0.213
H 5.03258 2.72244 -5.54473  0.404
H 3.89604 2.29635 -4.26224  0.328
H 3.78626 1.50903 -5.88205  0.375
H 6.07733 2.32219 -3.67874  0.313
C 0.41003 -1.50940 -0.08378  -1.189
C 0.12597 -0.12587 -0.74807  0.607
C -0.48751 -0.25277 -2.22431  -1.409
O -0.74112 0.70095 -0.00126  -0.490
H 0.94910 -1.40225 0.85751  0.306
H 1.04234 -2.16507 -0.68244  0.336
H -0.51008 -2.08954 -0.01352  0.282
H 1.04667 0.45390 -0.81337  0.145
H -0.87296 0.68787 -2.61764  0.434
H -1.27118 -0.99675 -2.36732  0.365
H 0.30576 -0.52080 -2.92215  0.339
H -1.55504 0.78393 -0.50349  0.273
C -5.88599 4.08269 0.41347  -1.132
C -5.91619 2.50568 0.35659  0.396
C -7.33678 1.89139 0.26580  -1.355
O -5.18533 2.23285 -0.77957  -0.521
H -4.91742 4.53838 0.61918  0.298
H -6.56697 4.35092 1.22120  0.340
H -6.23053 4.56637 -0.50055  0.298
H -5.37795 2.12730 1.22562  0.246
H -7.36350 0.84387 -0.03433  0.366
H -7.95392 2.38834 -0.48271  0.360
H -7.90293 2.03175 1.18660  0.363
H -5.78638 2.34396 -1.51984  0.339
C -5.30261 -1.19297 5.30281  -1.218
C -5.65768 -2.48904 4.68411  0.720
C -4.63654 -3.09764 3.72321  -1.474
O -5.85732 -3.43585 5.72980  -0.550
H -6.05849 -1.00312 6.06483  0.332
H -5.20456 -0.32735 4.64767  0.305
H -4.40653 -1.15540 5.92227  0.252
H -6.63833 -2.45078 4.20980  0.161
H -4.91324 -4.11530 3.44765  0.410
H -3.65193 -3.12031 4.19027  0.367
H -4.51343 -2.47469 2.83728  0.377
H -5.13915 -4.06485 5.62875  0.317
C -0.95515 -7.67373 -3.67152  -1.249
C -1.17213 -6.84226 -2.37714  0.471
C -2.56208 -6.28152 -2.13913  -1.124
O -0.93385 -7.66917 -1.25847  -0.561
H -1.16530 -7.05021 -4.54052  0.320
H -1.69988 -8.46730 -3.73265  0.300
H 0.02645 -8.14250 -3.74082  0.371
H -0.37856 -6.11566 -2.20278  0.278
H -2.53071 -5.29859 -1.66906  0.248
H -3.27686 -6.94814 -1.65663  0.330
H -2.98023 -6.11045 -3.13108  0.309
H 0.01277 -7.79967 -1.35051  0.308
C 5.47948 -4.31627 6.77382  -1.181
C 5.01361 -5.24319 5.70708  0.371
C 4.81442 -4.62276 4.34709  -1.130
O 5.98486 -6.27244 5.54494  -0.562
H 6.29111 -3.68069 6.41970  0.301
H 5.93359 -4.89502 7.57814  0.342
H 4.67019 -3.69724 7.16105  0.303
H 4.09655 -5.76518 5.98026  0.289
H 3.88910 -4.07486 4.52513  0.254
H 4.57256 -5.30130 3.52906  0.331
H 5.63857 -4.00767 3.98579  0.339
H 6.76192 -5.83809 5.18561  0.344
C -1.94644 4.22847 5.02458  -1.139
C -0.67994 4.71049 4.28760  0.503
C 0.21167 5.55388 5.24592  -1.359
O 0.18050 3.59570 3.98330  -0.524
H -2.58939 3.59075 4.41791  0.327
H -2.50547 5.16329 5.06587  0.362
H -1.84423 3.77169 6.00896  0.291
H -0.83430 5.37273 3.43572  0.239
H 1.14615 5.84556 4.76657  0.314
H 0.47659 5.08128 6.19174  0.335
H -0.32045 6.47082 5.49923  0.390
H -0.07532 3.12338 3.18765  0.266
C -1.92152 6.87601 -2.63111  -1.211
C -1.81360 7.04219 -4.15670  0.414
C -3.06996 6.70936 -4.90534  -1.323
O -1.56229 8.39046 -4.41955  -0.552
H -1.03286 7.39071 -2.26576  0.339
H -1.91533 5.83819 -2.29799  0.348
H -2.68850 7.42513 -2.08492  0.310
H -0.96469 6.45945 -4.51432  0.288
H -3.08204 5.62238 -4.98562  0.354
H -3.17097 7.07909 -5.92573  0.349
H -3.96094 7.02117 -4.36035  0.336
H -2.39871 8.83875 -4.27449  0.347
C 0.53814 -2.24592 7.15900  -1.123
C 0.90492 -1.06759 6.24987  -0.048
O 0.50038 0.20046 6.87414  -0.522
H -0.50487 -2.18491 7.46965  0.311
H 1.16487 -2.37659 8.04117  0.308
H 0.65468 -3.21792 6.67969  0.344
H 0.37050 -1.14588 5.30310  0.224
H 1.96220 -1.14427 5.99615  0.225
H 0.38370 0.84411 6.17150  0.275
C 4.42641 5.88895 0.69714  -0.834
C 4.50211 4.70856 -0.27574  -0.317
O 5.64597 4.78882 -1.08143  -0.517
H 4.31150 6.86280 0.22121  0.272
H 5.33710 5.89755 1.29604  0.307
H 3.67555 5.49154 1.38007  0.237
H 3.65725 4.77829 -0.96091  0.256
H 4.45422 3.72469 0.19095  0.301
H 6.40947 4.70070 -0.50618  0.296

Its HOMO-LUMO gap is 0.3724 Eh. The calculation puts the highest occupied orbital energy at -0.3705 Eh. The calculation puts the LUMO energy at 0.05 eV.



Q: What are the energies relative to the best structure? A: arrangement 1 0.0629; arrangement 2 0.0000, in hartree.



Arrangement 1

The following is a quantum chemistry calculation of the molecule C5H8FNO, from OMol25.

Each line ends with the Mulliken charge.
Geometry (Å):
O -2.26115 -0.03180 0.53434  -0.586
C -1.05130 0.44874 -0.03308  -0.680
C -0.04591 0.77495 0.99061  -0.696
C 1.17684 0.47692 0.33266  0.534
F 1.81405 1.60705 -0.47553  -0.386
C 1.04978 -0.41894 -0.69767  -0.927
N 0.12007 -1.65471 -0.31510  -0.624
C -0.42278 -0.45220 -0.98135  0.367
H -1.79985 -0.74388 1.27660  0.404
H -1.37251 1.29407 -0.56317  0.456
H -0.14403 1.73103 1.30350  0.365
H -0.42119 0.11319 1.86532  0.281
H 1.94915 0.26429 1.20298  0.209
H 1.66902 -0.57264 -1.46144  0.627
H 0.51317 -2.33435 -0.92116  0.258
H -0.77336 -0.50173 -2.05751  0.399

Its HOMO-LUMO gap is 0.3971 Eh. The calculation puts the highest occupied orbital energy at -0.3643 Eh. The calculation puts the LUMO energy at 0.89 eV.



Arrangement 2

The following is a quantum chemistry calculation of the molecule C5H8FNO, from OMol25.

Each line ends with the Mulliken charge.
Geometry (Å):
O -2.14287 -1.26732 1.05186  -0.536
C -0.75485 -0.93986 0.75235  -0.411
C -0.51306 0.63802 0.62081  -0.323
C 0.89119 1.28957 0.49606  -0.625
N 1.74777 0.49315 -0.36596  -0.448
C 0.79027 -0.31873 -1.18491  -0.982
C -0.53996 -0.28712 -0.51321  1.053
F -1.57997 -0.38045 -1.42858  -0.424
H -2.55407 -1.09816 0.13917  0.374
H -0.04333 -1.63706 1.25493  0.322
H -1.27592 1.33849 1.19169  0.325
H 1.38095 1.38644 1.45719  0.384
H 0.68751 2.21808 -0.16160  0.271
H 2.23324 -0.15122 0.22196  0.330
H 0.98027 -1.41315 -1.39742  0.290
H 0.69284 0.12933 -2.13432  0.401

Its HOMO-LUMO gap is 0.3865 Eh. The calculation puts the highest occupied orbital energy at -0.3521 Eh. The calculation puts the LUMO energy at 0.93 eV.



Q: What are the energies relative to the best structure? A: arrangement 1 0.0382; arrangement 2 0.0000, in hartree.